{
  "formula": "C7H12N",
  "method": "ωB97M-V/def2-TZVPD",
  "species": ["C", "C", "C", "C", "C", "C", "C", "N", "H", "H", "H", "H", "H", "H", "H", "H", "H", "H", "H", "H"],
  "coordinates": [[-0.24284, 0.03049, 1.45824], [-0.40752, 0.10111, -0.06933], [-1.81131, -0.12403, -0.49197], [0.31377, 1.42247, -0.58540], [1.69489, 1.07184, -0.78940], [1.89650, -0.23400, -0.77140], [1.84633, -1.45325, -0.04945], [0.60959, -0.99326, -0.64162], [-1.11673, 0.55934, 1.86508], [0.75614, 0.50296, 1.82235], [-0.28545, -1.01204, 1.80394], [-2.08462, -0.39879, -1.55920], [-2.44419, 0.71505, -0.32254], [-2.23680, -0.93785, -0.07700], [0.28064, 2.18732, 0.27147], [-0.18148, 2.01575, -1.32700], [2.31465, 1.83436, -0.95067], [2.22926, -2.37323, -0.40230], [1.82460, -1.30456, 1.01894], [0.44956, -1.15660, -1.56460]],
  "forces_ev_per_angstrom": [[0.855, 0.483, 0.186], [2.233, 0.227, 0.295], [-0.017, 0.621, -3.440], [-2.369, 0.777, 2.166], [-1.198, -2.556, -0.161], [0.491, 1.237, 0.200], [0.855, -0.453, 0.700], [-1.758, 2.676, 2.370], [0.554, -0.006, 0.235], [-1.862, -0.696, -0.580], [-0.125, 0.289, -0.026], [1.309, 0.750, 0.551], [-0.216, 0.871, 0.533], [-1.262, -2.643, 2.328], [0.215, -1.050, -0.820], [-0.387, -0.196, -1.051], [3.151, 2.498, -0.233], [0.291, -0.887, -0.303], [0.233, -0.280, 0.200], [-0.993, -1.661, -3.151]],
  "total_charge": 1,
  "de_lowest_kj_mol": 364.77,
  "orbital_gap_ev": 10.6,
  "smiles": "CC1(C)CC=C2C[N@H+]21",
  "homo_ev": -14.4,
  "molar_mass_g_mol": 110.18
}